2 unconnected molecules or ions with the total composition C4H12N2O2 at a distorted geometry. Source: OMol25; level of theory: ωB97M-V with the def2-TZVPD basis set.

Values from the calculation:
- LUMO energy: 0.34 eV
- SMILES: C[C@@H](N)CNC=O.O
- Largest force on an atom: 1.7 eV/Å
- Gap between HOMO and LUMO: 9.444 eV
- Multiplicity: 1

```
20
Properties=species:S:1:pos:R:3:lowdin_charge:R:1
O -2.3240 -1.4377 -1.1210 0.002
H -0.0345 -1.1130 -1.4303 0.107
H 1.3498 0.8094 1.4480 0.048
H 3.0038 1.0843 0.7236 0.072
H -0.6298 2.1395 3.0595 0.048
N 2.2433 -0.1837 -1.7032 0.032
H -1.0345 0.5923 0.7956 0.075
C 2.0915 0.4907 0.7205 -0.069
C 0.2003 -0.6437 -0.4847 -0.144
H 2.4149 -0.5144 1.0298 0.078
H -1.5673 0.8442 3.0501 0.058
H -3.1745 -0.0005 -0.0680 0.124
H 0.3387 -1.4171 0.2733 0.126
N -1.0179 0.1221 -0.1022 0.021
C 1.3804 0.3333 -0.6388 -0.427
H 0.9793 1.3227 -0.8570 0.131
H 2.6019 0.4850 -2.3625 0.063
C -2.2337 -0.4523 -0.4193 -0.359
O -0.7291 1.2359 2.7657 -0.051
H 3.0466 -0.6418 -1.2918 0.065
```

=====

A molecular structure, C16H12N4O2S at a distorted geometry. Source: OMol25; level of theory: ωB97M-V with the def2-TZVPD basis set.

Values from the calculation:
- LUMO energy: -0.72 eV
- Largest force on an atom: 13.2 eV/Å
- Gap between HOMO and LUMO: 7.676 eV
- Multiplicity: 1

```
35
Properties=species:S:1:pos:R:3:lowdin_charge:R:1
N -0.8356 3.9438 -5.1466 -0.338
H 1.8017 -6.3061 4.4455 0.082
H -0.3620 -2.5401 -1.6215 0.185
C -0.3197 -1.3620 -1.0619 -0.181
C -0.0708 -1.4211 0.3050 -0.554
N 1.7233 -3.1538 6.2441 0.088
C 0.5389 -2.2065 2.8268 -0.485
C -0.8106 2.1963 -1.6141 -0.128
H 1.1682 -1.5187 5.4486 0.161
C -0.6069 -0.3384 -1.7599 0.010
O -0.5919 2.8956 -5.7465 0.057
C -0.9082 3.7033 -3.6368 -0.159
H -1.4880 5.7277 -3.2518 0.179
H -1.0654 2.9648 0.1615 0.046
S 0.5123 -2.8096 1.1755 1.006
C 1.8633 -4.5543 5.8300 -0.106
C -0.5249 2.5566 -3.0034 0.062
N -0.2624 0.8247 0.1197 0.032
H 1.1606 -4.7630 2.6762 0.048
H -0.3558 1.6226 -3.6950 0.138
C -1.1830 4.6698 -2.7935 -0.053
C -1.2790 3.2582 -0.7336 0.102
H 2.1022 -5.1447 6.7680 0.098
C 1.8763 -5.2605 4.5360 -0.008
N 0.1572 -0.1757 0.8472 0.060
H -1.6557 5.1318 -0.8844 0.032
H 1.4243 -1.1620 2.7558 0.196
H -0.3081 -1.5683 3.0095 0.082
H -0.7411 -0.3583 -3.0338 0.179
O -1.0292 4.9876 -5.6553 0.123
C 1.0756 -4.4749 3.6556 -0.057
C 1.0409 -3.0996 3.7753 -0.397
C 1.3924 -2.6154 4.9873 -0.146
C -1.2590 4.4950 -1.4514 -0.036
C -0.4036 1.0399 -1.0127 -0.318
```

=====

A molecular structure, C23H37BrF6I2LiMgN2O11PS2 at a distorted geometry. Source: OMol25; level of theory: ωB97M-V with the def2-TZVPD basis set.

Values from the calculation:
- LUMO energy: -6.54 eV
- Largest force on an atom: 7.3 eV/Å
- Gap between HOMO and LUMO: 1.500 eV
- Multiplicity: 1

```
87
Properties=species:S:1:pos:R:3:lowdin_charge:R:1
C 1.3334 1.2345 3.0861 -0.142
C -0.3059 -3.1933 0.5139 -0.737
H -2.9293 3.7567 -1.6911 0.150
H 1.0502 2.4669 0.1504 0.120
O -6.1829 2.3999 1.4158 0.148
C -2.4885 2.8311 -1.1603 -0.138
H 6.8565 0.7950 0.6614 -0.116
C -2.6533 0.5361 -1.8608 -0.351
C -4.3980 -8.0799 -2.9622 -0.053
H 0.6771 0.4194 3.6089 0.008
H 6.6360 -1.8360 1.9380 0.066
C -1.2135 1.9647 2.6083 -0.184
H -3.4614 -0.6269 -0.0033 0.078
C 4.3107 -2.5383 1.5722 -0.089
H -5.4687 -8.0304 -3.1768 0.094
C 4.6481 0.9345 -0.7903 -0.626
O 2.2191 3.9875 -1.6621 -0.027
H 2.9537 -3.3512 -0.0940 0.117
H -0.7971 1.3938 0.3735 0.088
C 5.5680 -2.2681 1.8294 0.071
C 4.1576 0.2418 -2.1959 -0.099
H -4.1685 -9.1142 -2.6923 0.088
O -6.8956 2.4345 -0.5990 0.178
H 3.9345 -0.8793 -2.0695 0.082
H 0.6811 3.2500 2.0832 0.108
O 2.3237 -0.7815 2.0400 -0.158
C 4.8248 1.4912 3.3601 -0.124
C 0.2417 -3.3798 -1.0058 -0.184
C 1.8849 0.5760 1.7338 -0.215
Br -0.3436 1.2908 6.8581 -0.585
F -4.8061 -0.1105 -4.3727 -0.193
H 3.3260 0.8432 -2.7106 0.081
H 4.3943 1.9029 4.3605 0.088
H -1.7772 4.1027 0.6753 0.125
H -1.4409 1.0164 3.2500 0.091
F -5.9471 1.6876 -3.8121 -0.182
N -5.9659 2.3340 0.2027 -0.524
H 1.7885 -1.2422 0.0606 0.153
C -4.0176 -7.1470 -1.8963 -0.245
C 2.8842 -2.9672 0.9909 -0.109
H 2.5189 -3.8672 1.6271 0.114
H 0.2833 3.0460 3.8710 0.120
C -2.3529 3.1352 0.4454 -0.133
C -1.6311 1.7981 1.0595 -0.192
S 4.0249 2.5725 2.0306 0.799
H 4.5528 0.3763 3.2208 0.068
H 5.0903 0.3109 -2.8941 0.080
H 0.8894 -4.3482 -1.1026 0.017
O -1.7496 0.4702 -2.7478 0.060
O -3.3839 1.7084 -1.4633 -0.121
O -4.8025 2.1638 -0.2102 0.095
H 4.7644 2.0655 -0.9229 0.116
C 0.3039 2.4824 2.8485 -0.169
H -2.0406 -1.4639 -0.8438 0.043
H -3.7678 -1.4437 -1.6368 0.103
O 2.7145 3.6039 -0.4488 -0.187
F -4.3363 1.9587 -6.3121 -0.178
H 0.9663 0.4707 1.0188 0.147
S 6.4214 0.2945 -0.5709 0.713
F -3.8423 1.8657 -4.4346 -0.180
O 3.9215 0.4820 0.3728 -0.198
C 3.0135 1.4608 0.9313 -0.342
C 2.1422 2.2736 -0.2007 -0.081
H 2.0287 1.6522 -1.1827 0.148
I -0.4965 -2.3349 3.5142 0.921
H -1.4152 2.7019 -1.5540 0.130
C 1.7902 -1.7385 1.0972 -0.318
F -6.4350 2.0403 -5.6592 -0.177
H -3.8698 -7.8628 -3.8943 0.091
H 0.8757 -2.4950 -1.3800 0.105
H -2.4738 0.9889 1.0382 0.101
H 2.1163 1.5404 3.8664 0.102
C -2.9941 -0.8331 -1.0411 0.000
H 3.0353 4.1766 -2.1898 0.134
Li 0.7661 -1.0458 5.3826 0.441
H -1.9033 2.7916 3.0604 0.130
N -3.7185 -6.4127 -1.0586 0.082
Mg -0.3095 -6.0455 0.0500 0.667
F -5.5196 0.1085 -6.1719 -0.182
H -3.4171 3.2497 0.9044 0.109
P -5.1481 1.2589 -5.1278 0.153
H 5.9691 1.6742 3.4188 0.092
O 3.2257 3.7320 2.6418 -0.341
C 0.4004 -2.4228 1.5316 -0.556
O 5.2075 3.2400 1.3218 -0.371
I -2.2090 -4.2468 0.9412 0.889
H -0.6390 -3.4789 -1.7645 0.106
```

=====

A gas-phase ion, C10H17N2O3 (charge +1) at a distorted geometry. Source: OMol25; level of theory: ωB97M-V with the def2-TZVPD basis set.

Values from the calculation:
- Total charge: +1
- LUMO energy: -2.94 eV
- SMILES: CC[C@@]1(C=O)CC[C@H]2C[N@@+]2(O)C(=O)N1C
- Largest force on an atom: 5.3 eV/Å
- Gap between HOMO and LUMO: 10.161 eV
- Multiplicity: 1

```
32
Properties=species:S:1:pos:R:3:lowdin_charge:R:1
C 0.0053 -1.8365 0.9331 -0.093
C 2.0058 1.3000 -0.9459 -0.072
H -0.3764 -2.8426 1.0286 0.125
C 0.9840 1.1469 1.2045 -0.335
H -1.5623 -1.5224 -3.5064 0.086
C -0.8602 -1.2152 -0.2158 -0.077
H -2.4476 -0.6199 -2.1942 0.089
H -0.9817 -1.2938 2.9043 0.208
H 1.6969 2.2858 -1.0001 0.072
H -0.8438 -1.8937 -0.9634 0.066
O -0.4448 1.1838 3.0881 0.138
N 0.9887 0.5055 -0.2863 0.006
C -1.6049 -0.5515 -2.9857 -0.078
O -1.2094 1.8744 0.6375 0.106
H 2.1587 -0.8600 2.2996 0.147
H 1.3893 -0.6092 3.9815 0.191
H 2.3971 1.0224 -1.9874 0.130
C -0.0631 -1.0550 2.2531 -0.126
C -0.3011 0.1469 -0.8768 -0.392
H 0.5903 -0.5747 -2.7392 0.138
H -0.1201 1.0545 -2.7307 0.122
H -0.6994 1.8936 2.5351 0.089
H -1.9791 -1.0817 0.0577 0.157
O 1.7062 2.0407 1.5072 0.198
C 1.2241 -0.6494 2.8195 0.072
C -0.2862 0.0187 -2.3884 -0.178
H 1.0195 -1.9353 0.5374 0.124
H -2.3470 0.9866 -0.7693 0.156
H 2.9697 1.2378 -0.4470 0.098
N 0.2800 0.4061 2.2181 -0.118
C -1.3244 1.1647 -0.3007 -0.144
H -1.9643 0.2727 -3.6679 0.096
```

=====

What is the formula in the second record? C16H12N4O2S

=====

Look up the LUMO energy of the fourth one. -2.94 eV

=====

Look up the largest force on an atom of the fourth one. 5.3 eV/Å

=====

Which of these has the lowest LUMO energy? C23H37BrF6I2LiMgN2O11PS2